Here is a 19-piece molecular cluster, C3H43O19 overall in a non-equilibrium geometry from the OMol25 dataset. Energies are from ωB97M-V/def2-TZVPD.

Structure (XYZ):
```
65
C3H43O19 (ωB97M-V/def2-TZVPD)
C 1.862 0.364 -0.461
C 0.768 0.336 0.576
C -0.344 1.429 0.573
O 0.116 -0.865 0.500
H 2.090 1.484 -0.494
H 1.436 0.072 -1.451
H 2.625 -0.372 -0.151
H 1.270 0.373 1.511
H -0.858 1.246 1.512
H -1.106 1.385 -0.245
H 0.102 2.443 0.441
O -1.324 -1.692 2.551
H -1.392 -0.890 3.056
H -0.766 -1.288 1.838
O 2.425 -2.237 -2.172
H 2.315 -2.597 -1.264
H 1.694 -2.686 -2.564
O -0.846 -1.628 -1.731
H -1.702 -2.067 -1.608
H -0.512 -1.235 -0.891
O 1.691 -2.011 2.853
H 2.602 -2.004 3.110
H 1.727 -2.414 2.019
O -2.098 0.702 -2.126
H -2.663 0.621 -1.357
H -1.651 -0.131 -2.134
O -2.409 0.780 4.407
H -2.907 1.232 3.678
H -1.475 0.934 4.248
O 1.563 1.259 -4.166
H 2.427 0.857 -4.032
H 1.362 1.790 -3.393
O 1.651 -2.757 0.358
H 1.202 -1.864 0.389
H 0.900 -3.324 0.428
O -3.585 1.938 2.293
H -3.051 2.750 2.128
H -3.925 1.675 1.449
O -1.005 -3.875 1.045
H -0.931 -3.030 1.481
H -1.278 -4.505 1.714
O -2.394 4.471 1.457
H -2.065 4.300 0.596
H -3.281 4.671 1.356
O 0.548 2.882 -2.173
H 0.758 2.123 -1.624
H -0.268 3.140 -1.738
O 4.371 -3.199 -0.390
H 3.938 -3.099 0.443
H 4.551 -2.351 -0.770
O -2.973 -0.273 0.605
H -3.447 -0.334 1.436
H -2.052 -0.015 0.843
O 3.677 -0.495 -3.707
H 3.232 -1.026 -3.007
H 4.585 -0.694 -3.544
O -0.111 -0.776 -4.124
H -0.127 -0.969 -3.181
H 0.555 -0.118 -4.203
O -1.903 3.908 -1.219
H -2.179 4.792 -1.386
H -2.640 3.303 -1.452
O 0.377 0.283 3.890
H 0.555 -0.451 3.271
H 0.296 -0.268 4.703
```

Properties
- LUMO energy (eV) = 1.8
- Kohn-Sham gap (eV) = 8.2
- E (eV) = -42714.590
- HOMO energy (eV) = -6.4
- energy above the lowest of the compared OMol25 structures with the same formula, charge and spin (kJ/mol) = 0.0
- charge = -1
- strongest force on any atom (eV/A) = 2.90